{
  "formula": "C20H47AlCl2F10InK2MgO9SSi2",
  "method": "ωB97M-V/def2-TZVPD",
  "species": ["O", "H", "H", "F", "O", "Cl", "C", "Si", "Cl", "H", "C", "H", "C", "In", "C", "C", "C", "H", "H", "H", "C", "H", "C", "C", "H", "H", "H", "H", "O", "H", "C", "O", "K", "H", "O", "H", "H", "C", "H", "C", "O", "H", "H", "H", "Al", "H", "H", "H", "H", "C", "F", "H", "H", "H", "H", "O", "H", "C", "H", "H", "S", "H", "C", "F", "H", "H", "Mg", "F", "H", "H", "F", "F", "H", "O", "K", "H", "H", "O", "H", "C", "C", "F", "C", "H", "F", "H", "F", "Si", "H", "H", "H", "C", "C", "H", "F", "H"],
  "positions_angstrom": [[-0.08, -1.02, 9.10], [4.26, -2.67, -0.78], [1.02, -1.22, 7.44], [-3.26, -1.17, 10.85], [-0.31, 0.38, 0.24], [-2.01, -3.15, -0.40], [3.24, -3.06, -0.85], [4.40, -2.42, -4.46], [-0.45, 0.84, 4.21], [-2.88, 5.81, -3.11], [-2.08, 4.71, -1.38], [1.88, 0.18, -2.78], [-1.00, -1.12, 6.80], [-4.09, 2.26, 0.07], [-1.04, -1.58, 10.02], [-3.17, 5.67, -2.05], [0.05, -1.58, 7.80], [-0.80, 6.15, -2.52], [1.19, 3.26, 1.13], [-4.12, 4.90, 1.12], [4.35, -3.13, -6.21], [2.74, -2.89, 0.10], [4.87, -0.59, -4.59], [0.51, -2.75, -2.13], [1.82, -0.10, -1.03], [-0.65, -1.30, 5.78], [1.55, 2.30, -0.38], [0.12, -2.67, 7.83], [-0.92, -2.87, 10.13], [8.38, -6.15, -4.26], [-2.51, -1.13, 9.72], [-7.69, 0.57, 1.13], [-6.01, 4.53, -0.48], [8.40, -5.38, -2.80], [-0.64, 1.61, 1.93], [-1.93, -1.66, 6.92], [-0.81, -0.98, 10.93], [2.35, -0.36, -1.95], [-1.08, 4.38, 0.55], [-1.33, 0.74, -0.72], [-5.93, -0.80, 0.13], [7.59, -6.80, -2.97], [-3.19, 6.62, -1.50], [0.11, -2.49, -1.15], [1.96, 2.32, -5.16], [-3.20, -0.28, -0.54], [6.70, -3.30, -4.04], [4.07, -0.02, -5.08], [-2.91, 3.88, 1.98], [5.74, -3.32, -3.50], [3.05, 2.52, -3.83], [-4.88, 2.56, -1.55], [-1.22, 0.02, -1.55], [3.29, -4.14, -1.03], [5.04, -0.17, -3.60], [2.97, -2.58, -3.72], [5.32, -3.01, -6.69], [-7.92, -2.03, 1.31], [5.78, -0.47, -5.17], [5.90, -2.86, -2.53], [-6.79, -0.56, 1.27], [4.11, -4.19, -6.19], [-3.27, 4.16, 0.97], [-2.56, 0.15, 9.29], [-2.28, 3.71, -1.79], [-1.20, 1.75, -1.14], [-1.95, -1.06, 1.80], [-8.65, -2.14, 0.18], [-0.09, -2.26, -2.89], [-4.13, 5.10, -2.05], [-3.16, -1.87, 8.80], [-8.79, -1.97, 2.33], [3.38, -0.01, -1.86], [7.88, -5.96, -3.42], [6.83, -1.79, -6.05], [0.42, -3.83, -2.26], [-2.04, 5.87, 0.45], [-6.10, -0.61, 2.55], [-0.14, 5.64, -0.98], [0.07, 1.45, 1.04], [-2.05, 4.78, 0.20], [2.83, 1.63, -6.50], [1.32, 2.26, 0.70], [-5.43, 1.76, 1.13], [0.68, 1.26, -4.70], [-2.46, 0.17, 1.02], [-7.24, -3.19, 1.44], [2.29, -2.20, -2.23], [2.19, 1.79, 1.21], [-0.05, 4.48, -2.31], [5.46, -4.36, -3.35], [-0.68, 5.26, -1.87], [-2.68, 0.54, 0.00], [-1.21, -0.05, 6.90], [1.32, 3.85, -5.61], [3.61, -2.62, -6.82]],
  "relative_energy_ev": 2.756,
  "homo_lumo_gap_ev": 0.8411,
  "total_charge": -1
}

{
  "formula": "C29H29F6N3O2",
  "method": "ωB97M-V/def2-TZVPD",
  "species": ["F", "C", "N", "H", "C", "H", "H", "C", "H", "C", "H", "C", "C", "C", "C", "H", "O", "H", "H", "F", "H", "H", "N", "C", "H", "F", "C", "H", "H", "C", "H", "C", "C", "C", "H", "H", "C", "C", "C", "H", "F", "C", "N", "C", "C", "H", "C", "H", "C", "H", "O", "C", "F", "C", "C", "C", "H", "C", "H", "C", "H", "H", "F", "H", "H", "H", "C", "H", "H"],
  "positions_angstrom": [[4.53, 2.64, -2.35], [0.35, -4.90, 1.77], [-0.31, -2.45, 1.60], [3.99, -0.03, 0.57], [3.88, -4.67, -0.68], [2.15, 3.74, -0.47], [-6.91, 2.23, -3.39], [0.11, -3.54, 2.45], [-3.37, 3.45, -1.43], [0.71, 0.62, -0.29], [6.43, 2.65, 0.34], [4.33, 3.82, 1.22], [5.59, 2.30, -0.27], [-5.84, 2.41, -3.20], [3.10, 0.52, 0.28], [1.07, -3.23, 2.92], [-1.37, -0.43, 2.23], [-1.41, 2.63, -0.17], [4.79, -4.55, -1.27], [-5.20, 3.56, 0.56], [-5.24, 1.79, -3.88], [-5.61, 3.47, -3.39], [4.34, 2.62, 0.41], [2.74, -3.92, -1.01], [4.09, 4.72, 0.63], [6.73, 2.87, -2.33], [2.06, 2.65, -0.33], [0.16, 2.53, -1.24], [5.62, 1.23, -0.49], [1.58, -4.06, -0.24], [-2.80, -1.42, -0.62], [1.56, -4.91, 0.87], [-4.14, 0.12, -1.25], [5.61, 3.04, -1.58], [-7.56, 2.34, -1.39], [-4.99, -0.53, -1.44], [2.67, -5.72, 1.14], [-1.06, -1.61, 2.39], [-2.09, 1.91, -0.62], [0.48, -5.63, 2.58], [-6.22, 4.61, -1.10], [-6.61, 2.29, -0.86], [-5.55, 2.05, -1.84], [-0.98, -3.57, 3.52], [-6.38, 3.61, -0.17], [4.72, -6.17, 0.63], [3.19, 1.94, 0.14], [3.58, 3.71, 2.02], [3.84, -5.58, 0.38], [2.62, -6.42, 1.98], [-1.54, -2.27, 3.51], [-2.93, -0.36, -0.81], [-7.36, 3.98, 0.69], [0.91, 1.99, -0.68], [-0.55, -0.04, -0.26], [-4.32, 1.51, -1.47], [2.73, -3.23, -1.84], [-1.82, 0.51, -0.56], [0.69, -3.47, -0.45], [1.88, -0.10, 0.13], [1.77, -1.16, 0.37], [-0.50, -1.09, 0.01], [5.43, 4.39, -1.38], [-0.58, -3.79, 4.53], [-6.58, 1.51, -0.08], [-1.75, -4.31, 3.24], [-3.24, 2.39, -1.22], [-0.56, -5.15, 1.21], [5.32, 3.94, 1.68]],
  "relative_energy_ev": 0.000,
  "homo_lumo_gap_ev": 4.8044
}

{
  "formula": "C18H17N4O5",
  "method": "ωB97M-V/def2-TZVPD",
  "species": ["H", "N", "H", "C", "H", "N", "C", "C", "C", "H", "H", "H", "C", "H", "O", "H", "O", "H", "H", "C", "O", "H", "H", "H", "N", "C", "C", "C", "C", "C", "C", "O", "C", "H", "C", "H", "N", "H", "O", "C", "C", "C", "H", "C"],
  "positions_angstrom": [[1.65, -5.93, 7.44], [-0.93, -0.84, 2.67], [2.54, -5.86, 5.91], [1.54, -5.77, 6.37], [-2.69, -4.55, 5.66], [-0.04, 0.97, 1.62], [0.09, -4.21, 5.10], [-3.07, -3.38, 2.48], [-5.47, -7.54, 3.03], [1.21, -0.63, 8.04], [-4.43, -4.20, 1.05], [-2.98, -0.13, 2.57], [-0.43, -2.82, 4.95], [1.64, -1.80, 2.28], [2.60, -3.71, 7.62], [-1.89, -1.40, 4.37], [-0.20, -5.15, 4.34], [2.28, -0.29, 6.66], [-2.70, -2.58, 1.84], [1.60, -0.69, 2.34], [-0.09, -0.58, 5.64], [-4.54, -8.03, 3.34], [-1.91, 1.96, 1.23], [0.86, -6.49, 5.92], [1.29, -2.12, 6.58], [1.70, -3.43, 6.84], [-1.39, 1.13, 1.66], [-2.50, -3.45, 3.76], [-3.02, -4.46, 4.64], [-1.49, -2.43, 4.15], [1.93, -1.07, 7.34], [-5.20, -6.32, 2.31], [-4.42, -5.36, 2.88], [-6.10, -7.35, 3.90], [-4.02, -4.28, 2.04], [2.76, -1.51, 7.89], [1.02, -4.44, 6.14], [-6.00, -8.16, 2.31], [2.61, -0.01, 2.45], [-3.97, -5.38, 4.21], [-1.92, 0.02, 2.34], [0.23, -1.76, 5.73], [-4.36, -6.14, 4.88], [0.23, -0.22, 2.22]],
  "relative_energy_ev": 0.270,
  "homo_lumo_gap_ev": 7.1230,
  "total_charge": -1
}

{
  "formula": "C4H7NO",
  "method": "ωB97M-V/def2-TZVPD",
  "species": ["O", "C", "H", "H", "C", "H", "H", "C", "H", "H", "H", "N", "C"],
  "positions_angstrom": [[-0.57, 1.18, -1.77], [0.17, -1.00, -0.46], [0.67, -1.11, -1.41], [1.96, -0.21, 0.67], [0.11, 0.56, 1.25], [-0.22, 1.91, -1.18], [0.93, -1.40, 1.68], [-1.00, 0.35, -0.70], [0.36, 1.18, 2.08], [-2.05, 0.05, -1.01], [-0.39, -1.94, -0.49], [-0.84, 1.06, 0.57], [0.86, -0.63, 0.78]],
  "relative_energy_ev": 2.416,
  "homo_lumo_gap_ev": 10.4225,
  "smiles": "O[C@H]1CCC=N1"
}

{
  "formula": "C31H49NO3P2STb",
  "method": "ωB97M-V/def2-TZVPD",
  "species": ["C", "C", "C", "H", "H", "O", "O", "C", "H", "H", "H", "H", "C", "C", "H", "N", "C", "H", "H", "H", "Tb", "H", "H", "S", "H", "H", "H", "C", "H", "H", "C", "C", "H", "H", "H", "C", "H", "C", "H", "H", "C", "C", "H", "C", "C", "H", "C", "H", "C", "H", "C", "C", "H", "H", "H", "H", "C", "H", "H", "C", "P", "H", "C", "H", "H", "C", "O", "H", "H", "H", "C", "H", "C", "H", "H", "P", "H", "C", "H", "C", "H", "C", "H", "H", "H", "H", "C", "C"],
  "positions_angstrom": [[-1.73, 3.12, -0.03], [-0.06, 1.63, -4.92], [1.54, 0.40, -3.42], [-4.11, -1.61, -0.60], [2.61, 3.93, 0.19], [3.20, 0.86, 3.60], [-0.31, -2.76, 3.77], [1.38, 2.59, 2.19], [-1.40, 3.47, -1.01], [-0.99, -3.45, -1.33], [0.57, -3.18, 2.03], [3.54, 0.40, 1.54], [-3.08, -1.88, -0.85], [-2.15, -1.68, 2.13], [3.99, 2.08, 1.26], [0.82, -0.81, 2.78], [2.11, -3.12, 7.09], [1.95, 0.04, -2.50], [-1.91, 0.81, -5.76], [0.75, 1.86, -5.62], [0.00, 0.00, 0.00], [-3.21, -1.76, 2.35], [-0.72, -4.01, 0.27], [2.02, -0.04, 3.96], [-0.62, 2.56, -4.84], [2.61, -2.82, -1.98], [-3.20, 0.41, -2.80], [3.21, -1.11, 6.27], [1.25, 1.93, 3.04], [1.91, -2.32, -5.32], [-1.64, 0.83, 1.34], [1.37, -2.06, 5.03], [3.35, -1.82, -0.72], [2.51, 0.47, -5.34], [0.47, -3.85, 5.89], [-2.00, 0.62, -0.94], [-1.12, 3.63, 0.72], [0.53, -1.86, 3.80], [2.26, 3.21, 2.42], [1.17, -1.11, -6.25], [0.06, -1.59, -4.47], [-1.64, 1.43, 2.76], [0.53, 3.26, 2.13], [-0.92, 0.48, -5.47], [-1.63, 1.59, 0.09], [1.60, -4.21, 1.07], [0.52, 1.26, -3.57], [3.20, -0.68, -4.24], [-2.15, -0.73, -0.37], [2.46, 3.09, -1.33], [-0.20, -3.65, -0.62], [2.24, -0.28, -4.59], [-3.80, 1.56, -1.67], [-2.61, 1.29, 3.22], [-0.91, 0.96, 3.42], [-1.81, -2.66, 1.80], [3.45, 1.23, 0.85], [3.76, -2.14, 8.09], [-3.09, -2.12, -1.90], [2.64, -2.61, -0.92], [0.91, -2.13, -0.26], [2.01, -3.90, 7.83], [-1.88, -0.61, 1.06], [-1.45, 2.51, 2.76], [-2.42, 2.00, -2.62], [1.24, -3.09, 5.99], [1.14, 0.88, 4.85], [1.03, 3.82, -0.57], [-1.91, -1.08, -4.23], [3.93, -0.32, 6.37], [-0.96, -0.75, -4.54], [3.93, 0.95, -0.09], [1.96, 3.28, -0.38], [0.40, -4.48, -1.01], [0.00, 1.77, -2.80], [1.62, 1.66, 0.56], [-0.51, 0.18, -6.44], [-2.87, 1.17, -2.09], [-1.63, -1.46, 3.06], [2.32, -1.14, 5.19], [2.28, -2.78, 1.78], [1.38, -3.17, 1.30], [-2.76, 3.45, 0.11], [-2.88, -2.81, -0.32], [-0.07, -2.58, -4.11], [3.04, -3.53, -0.48], [3.10, -2.13, 7.23], [1.38, -1.38, -5.21]],
  "multiplicity": 7,
  "relative_energy_ev": 14.458,
  "homo_lumo_gap_ev": [6.9889, 7.3010],
  "s2": 12.61,
  "total_charge": 1
}

{
  "formula": "C23H28FN3O6S",
  "method": "ωB97M-V/def2-TZVPD",
  "species": ["O", "C", "C", "C", "C", "C", "C", "O", "H", "C", "H", "N", "H", "H", "H", "O", "C", "C", "C", "C", "O", "O", "C", "C", "H", "H", "H", "C", "H", "C", "H", "H", "H", "H", "H", "C", "C", "H", "H", "F", "H", "C", "O", "N", "H", "H", "H", "N", "H", "H", "S", "C", "H", "C", "H", "C", "H", "H", "H", "H", "C", "C"],
  "positions_angstrom": [[-6.24, 3.91, -0.93], [-1.05, -2.07, 0.14], [0.60, -3.88, 1.26], [0.24, 1.83, -0.26], [-4.23, 2.22, 0.07], [-5.59, 4.26, 1.78], [-0.56, -3.58, 0.20], [-4.05, 4.95, -0.38], [2.00, 0.52, 1.28], [1.29, 1.88, -1.38], [-0.49, 3.18, 1.59], [-2.79, 2.22, -0.07], [1.43, 5.03, 1.01], [1.74, -4.02, -4.41], [6.55, -1.25, 1.04], [1.28, -1.02, -0.02], [-6.76, 1.19, 0.46], [2.95, -1.42, 1.90], [2.35, 3.96, -0.80], [-2.36, 0.86, 0.00], [3.87, -5.16, -3.53], [4.11, -1.45, 1.03], [1.71, -0.59, 1.33], [0.24, 3.06, 0.73], [4.23, -3.44, -4.62], [3.29, -0.87, 2.86], [-7.26, 1.32, -0.56], [-2.60, -1.84, 0.22], [3.16, 4.75, -1.00], [6.21, -0.29, 0.49], [1.25, 0.99, -2.11], [0.41, -3.31, 2.23], [4.31, -3.23, -2.92], [-7.16, 0.23, 0.93], [-5.63, 3.26, 2.35], [-3.24, -0.41, 0.16], [4.65, -0.11, 0.92], [0.71, -5.02, 1.43], [-1.45, -4.26, 0.46], [-0.07, -3.92, -1.13], [6.22, -0.42, -0.65], [-5.17, 1.01, 0.27], [2.18, -2.07, -3.84], [-4.67, -0.33, 0.29], [2.71, -2.49, 2.22], [-4.83, 4.93, 2.33], [4.67, 0.48, 1.91], [2.30, 2.83, -1.67], [6.84, 0.58, 0.87], [1.58, -3.55, 0.78], [-5.05, 3.90, 0.03], [2.25, -3.38, -3.66], [-3.28, -2.75, 0.35], [3.81, -3.85, -3.68], [1.84, -3.78, -2.72], [-0.16, -0.82, 0.01], [-6.99, 2.04, 1.20], [-6.64, 4.69, 1.78], [4.05, 0.49, 0.16], [0.78, -0.67, 2.01], [-0.79, 0.62, -0.08], [1.34, 4.09, 0.35]],
  "relative_energy_ev": 7.485,
  "homo_lumo_gap_ev": 1.9152,
  "total_charge": -2
}

{
  "formula": "C4H4N2OS",
  "method": "ωB97M-V/def2-TZVPD",
  "species": ["H", "C", "C", "N", "C", "H", "H", "S", "H", "O", "N", "C"],
  "positions_angstrom": [[-0.10, 2.23, -0.33], [-0.69, -0.97, 0.02], [1.71, 0.05, 0.20], [-0.36, 0.27, 0.17], [-0.94, 1.53, -0.06], [-1.52, 1.81, 0.87], [-1.63, 1.42, -0.84], [2.66, 1.27, 0.25], [0.35, -2.98, -0.14], [-1.79, -1.52, -0.12], [1.71, -1.22, -0.01], [0.60, -1.87, -0.02]],
  "relative_energy_ev": 3.177,
  "homo_lumo_gap_ev": 7.1211
}

{
  "formula": "C8H23NO3",
  "method": "ωB97M-V/def2-TZVPD",
  "species": ["H", "H", "H", "C", "H", "H", "H", "H", "H", "C", "C", "H", "C", "H", "H", "H", "H", "H", "O", "H", "N", "H", "C", "H", "H", "C", "H", "H", "C", "H", "H", "H", "C", "O", "O"],
  "positions_angstrom": [[4.42, -3.82, -7.22], [6.58, -4.10, -5.46], [-3.71, 2.55, 3.95], [-2.58, 0.49, 2.81], [5.96, -2.48, -5.02], [4.66, -4.37, -3.90], [-2.12, 1.01, 1.97], [-1.54, 3.59, 5.12], [-4.82, 3.02, 6.49], [5.21, -3.20, -6.82], [-3.76, 3.29, 6.56], [-3.54, 3.40, 7.62], [0.08, -0.95, -3.49], [0.16, 0.79, -2.35], [4.81, -2.20, -6.99], [-0.24, -1.52, -2.62], [-2.81, 1.39, 6.55], [-0.05, 1.15, -4.10], [-2.29, 1.01, 4.08], [-0.27, -1.47, -4.37], [-1.51, 2.97, 5.92], [-0.85, 2.30, 5.56], [5.69, -3.48, -5.37], [1.98, -1.71, -3.60], [-1.39, 0.56, -3.02], [-0.33, 0.50, -3.27], [-4.25, 1.16, 4.77], [-2.29, -0.56, 2.75], [-2.82, 2.31, 5.97], [6.09, -3.24, -7.47], [-3.65, 0.62, 2.63], [-3.61, 4.24, 6.05], [-3.35, 1.76, 4.62], [1.57, -0.85, -3.54], [4.57, -4.15, -4.83]],
  "relative_energy_ev": 0.109,
  "homo_lumo_gap_ev": 10.2354,
  "smiles": "COC[C@H](C)N.CCO.CCO"
}